No. 1
This record from the OMol25 dataset describes 9 unconnected molecules or ions with the total composition C20H63N5O9 in a non-equilibrium geometry. The level of theory is the ωB97M-V functional and the def2-TZVPD basis.

The geometry in ORCA input format:
```
! RIJCOSX wB97M-V def2-TZVPD def2/J DEFGRID3
* xyz 0 1
C -16.224 6.461 -17.527
O -16.281 5.107 -17.385
C -15.869 4.537 -18.705
C -15.189 3.112 -18.515
C -14.001 3.204 -17.610
N -14.892 2.567 -19.810
H -16.637 7.018 -16.686
H -16.642 6.832 -18.463
H -15.207 6.852 -17.546
H -16.727 4.515 -19.377
H -15.112 5.166 -19.174
H -15.944 2.647 -17.881
H -13.431 2.295 -17.419
H -14.329 3.604 -16.651
H -13.273 3.839 -18.116
H -14.757 1.590 -19.590
H -13.983 2.910 -20.085
C -16.291 -13.596 -26.067
O -15.370 -12.439 -25.964
C -16.243 -11.196 -26.132
C -15.260 -10.009 -26.392
C -14.384 -9.630 -25.240
N -16.137 -8.864 -26.616
H -15.861 -14.576 -25.859
H -16.683 -13.752 -27.072
H -17.118 -13.445 -25.373
H -16.926 -11.286 -26.977
H -16.938 -11.053 -25.304
H -14.587 -10.166 -27.235
H -13.545 -10.295 -25.032
H -14.811 -9.472 -24.250
H -13.985 -8.680 -25.594
H -16.771 -9.082 -27.372
H -16.861 -8.677 -25.937
C -22.531 4.563 -20.403
O -21.667 3.701 -21.134
C -21.729 2.354 -20.639
C -20.839 1.615 -21.663
C -21.233 1.783 -23.176
N -20.530 0.229 -21.369
H -22.068 4.675 -19.423
H -23.555 4.209 -20.524
H -22.539 5.602 -20.731
H -21.440 2.257 -19.593
H -22.752 1.990 -20.736
H -19.886 2.144 -21.645
H -22.307 1.598 -23.200
H -20.748 1.139 -23.910
H -21.112 2.761 -23.642
H -21.442 -0.183 -21.509
H -19.991 -0.079 -22.165
C -13.973 2.677 -31.197
O -13.688 2.293 -29.827
C -14.869 2.095 -29.029
C -14.617 1.234 -27.845
C -15.869 0.921 -27.075
N -13.795 1.879 -26.851
H -14.416 1.900 -31.820
H -13.112 2.903 -31.826
H -14.665 3.514 -31.097
H -15.368 3.007 -28.701
H -15.617 1.624 -29.666
H -14.161 0.299 -28.171
H -15.765 0.242 -26.229
H -16.724 0.638 -27.689
H -16.322 1.829 -26.677
H -12.994 2.264 -27.331
H -13.511 1.015 -26.411
C -9.594 -6.555 -20.622
O -9.317 -5.167 -20.727
C -10.333 -4.543 -21.476
C -10.122 -2.998 -21.748
C -10.107 -2.142 -20.482
N -11.122 -2.465 -22.713
H -10.575 -6.724 -20.178
H -8.786 -7.078 -20.111
H -9.512 -6.864 -21.664
H -10.542 -5.231 -22.296
H -11.149 -4.677 -20.766
H -9.121 -2.905 -22.170
H -9.323 -2.514 -19.823
H -11.050 -2.190 -19.938
H -10.075 -1.061 -20.617
H -12.008 -2.708 -22.295
H -11.204 -3.056 -23.528
O -19.534 -5.926 -23.483
H -19.947 -5.358 -24.134
H -20.253 -6.456 -23.136
O -17.382 -6.478 -19.421
H -17.862 -6.337 -20.238
H -17.017 -5.619 -19.206
O -15.886 -3.526 -22.877
H -16.154 -3.195 -22.020
H -16.479 -4.259 -23.047
O -17.227 -2.011 -18.872
H -18.044 -1.668 -19.232
H -17.384 -2.068 -17.929
*
```

Calculated values
- Calculated total energy: -47633.1689 eV
- SMILES string: COC[C@H](C)N.COC[C@H](C)N.COC[C@H](C)N.COC[C@H](C)N.COC[C@H](C)N.O.O.O.O
- Relative energy (zero: lowest compared OMol25 entry of this formula, charge and spin): 120.4 kcal/mol



No. 2
This record from the OMol25 dataset describes a gas-phase ion, C30H35F3NOS (charge -1) in a non-equilibrium geometry. The level of theory is the ωB97M-V functional and the def2-TZVPD basis.

The geometry in ORCA input format:
```
! RIJCOSX wB97M-V def2-TZVPD def2/J DEFGRID3
* xyz -1 1
C -5.752 -4.668 7.681
N -4.381 -4.791 7.237
C -3.503 -5.432 8.197
C -3.923 -4.218 6.083
C -2.647 -4.558 5.562
C -2.112 -3.849 4.491
C -2.751 -2.708 3.994
C -2.086 -1.748 3.015
S -2.367 -0.052 3.642
C -1.764 0.989 2.379
C -2.551 1.222 1.243
C -2.104 2.088 0.254
C -0.858 2.691 0.401
C -0.304 3.494 -0.738
F 0.515 4.501 -0.319
F -1.278 4.052 -1.510
F 0.452 2.696 -1.574
C -0.095 2.536 1.559
C -0.537 1.655 2.539
C -0.610 -1.935 2.706
C -0.159 -1.666 1.403
C 1.174 -1.598 1.082
C 1.650 -1.037 -0.276
C 2.418 0.268 -0.019
C 0.472 -0.727 -1.203
C 2.579 -2.033 -0.983
C 2.157 -1.978 2.112
O 3.390 -1.857 1.903
C 1.661 -2.417 3.423
C 2.652 -2.879 4.511
C 3.600 -3.962 3.977
C 1.929 -3.446 5.737
C 3.477 -1.662 4.954
C 0.322 -2.247 3.698
C -4.067 -2.451 4.407
C -4.674 -3.228 5.387
H -6.434 -4.530 6.838
H -6.043 -5.580 8.219
H -5.866 -3.821 8.374
H -2.461 -5.137 8.047
H -3.805 -5.144 9.214
H -3.570 -6.528 8.131
H -2.081 -5.382 5.995
H -1.170 -4.178 4.048
H -2.656 -1.749 2.078
H -3.510 0.712 1.150
H -2.718 2.304 -0.617
H 0.816 3.117 1.695
H 0.057 1.461 3.432
H -0.915 -1.491 0.635
H 3.300 0.058 0.598
H 2.734 0.721 -0.968
H 1.779 0.984 0.516
H -0.104 -1.634 -1.422
H -0.191 0.028 -0.760
H 0.836 -0.320 -2.156
H 2.046 -2.970 -1.184
H 2.920 -1.608 -1.936
H 3.447 -2.245 -0.351
H 4.171 -3.580 3.126
H 4.293 -4.261 4.773
H 3.029 -4.843 3.658
H 1.331 -2.680 6.244
H 1.281 -4.289 5.463
H 2.667 -3.815 6.462
H 2.813 -0.879 5.341
H 4.181 -1.953 5.743
H 4.032 -1.265 4.098
H -0.050 -2.396 4.714
H -4.645 -1.640 3.962
H -5.712 -3.046 5.660
*
```

Calculated values
- Calculated total energy: -54205.7111 eV
- SMILES string: CN(C)c1ccc([C@@H](Sc2ccc(C(F)(F)F)cc2)c2cc(C(C)(C)C)c([O-])c(C(C)(C)C)c2)cc1



Number 1: HOMO energy -9.358 eV, gap between HOMO and LUMO 0.34699 Eh, LUMO level 0.084 eV. Number 2: HOMO energy -3.024 eV, gap between HOMO and LUMO 0.19777 Eh, LUMO level 2.357 eV.